<1>
Density functional theory data (ωB97M-V/def2-TZVPD) for a 16-piece molecular cluster, C5H41NO15 overall.

frontier orbital gap: 8.77 eV
lowest unoccupied orbital energy: -0.27 eV
multiplicity: 1
E_HOMO: -9.04 eV

Structure (XYZ):
```
62
C5H41NO15 (ωB97M-V/def2-TZVPD)
C 2.56214 -0.66898 1.16222
N 1.02276 -0.86651 1.00863
C 0.82551 -0.82641 -0.34140
C 0.31404 0.29933 1.74149
C 1.46613 0.81207 2.74979
C 2.81591 0.52278 2.09012
H 2.72446 -1.54011 1.85990
H 3.06744 -0.72282 0.09811
H 1.28644 -1.70149 -0.93579
H -0.18067 -1.18917 -0.56352
H 1.00886 0.07403 -0.91729
H 0.06229 1.13208 1.06183
H -0.45020 -0.08639 2.37136
H 1.45750 1.88680 2.92301
H 1.38157 0.27831 3.64338
H 3.77986 0.35818 2.78930
H 3.20186 1.41116 1.72209
H 0.44917 0.23694 -5.26620
H -0.81432 -0.30980 -4.96446
O -0.40063 0.46714 -5.22667
H 3.78964 0.38516 -2.78625
H 2.56876 0.19936 -1.76810
O 2.99625 -0.22393 -2.46552
H -0.57407 -0.01193 5.44875
H -1.19505 -0.81287 4.49815
O -1.20593 0.08130 4.70324
H -2.96145 -0.27210 -0.84950
H -3.65592 -0.07248 -2.22692
O -3.24828 0.35101 -1.49958
H 3.66078 -2.18188 -2.47806
H 2.36718 -2.10394 -2.38560
O 3.00522 -2.84541 -2.44110
H 1.40821 4.17382 0.19876
H 2.23724 4.12736 -1.06030
O 2.15301 3.72865 -0.18313
H -2.52896 3.31638 -1.77165
H -2.04947 2.97925 -3.15317
O -1.98091 3.74039 -2.42469
H -1.51802 -2.57392 -2.73928
H -2.98227 -2.84887 -3.15994
O -2.11286 -2.74140 -3.46489
H 1.02418 -3.90146 2.90735
H 1.08277 -4.32227 1.31273
O 0.93158 -4.56214 2.24779
H -2.43865 3.00327 2.64176
H -2.22286 2.81851 4.12533
O -2.05371 3.53563 3.32958
H 0.65304 -4.31432 -2.35279
H 0.61323 -3.93330 -0.89881
O 0.26268 -3.57872 -1.79720
H -3.27145 -2.35669 2.52284
H -3.95267 -1.17271 3.23070
O -3.01850 -1.56026 3.16722
H 1.29116 3.97669 -3.25465
H 1.72172 2.73207 -2.30760
O 2.10003 3.57485 -2.73789
H -2.98978 -0.97052 1.29488
H -1.81463 -1.75605 0.46914
O -2.60807 -1.18158 0.48207
H -3.38939 1.95491 -0.04165
H -2.61008 3.41332 0.13762
O -3.06385 2.63963 0.52449
```

These are the natural (NBO) partial charges, in e, on atoms 1 to 4:
1. C -0.25
2. N -0.47
3. C -0.41
4. C -0.23

---

<2>
Density functional theory data (ωB97M-V/def2-TZVPD) for a 16-piece molecular cluster, C5H41NO15 overall.

frontier orbital gap: 8.46 eV
lowest unoccupied orbital energy: -0.03 eV
multiplicity: 1
E_HOMO: -8.50 eV

Structure (XYZ):
```
62
C5H41NO15 (ωB97M-V/def2-TZVPD)
C 1.53805 -1.38410 0.69485
C 0.37522 -0.51655 1.17541
N -1.65088 1.34266 1.69524
C -1.28628 1.03040 0.32502
C -0.32435 0.16382 0.00895
C -2.01042 1.93939 -0.65452
H 1.15716 -2.18328 0.06227
H 2.00836 -1.86495 1.58563
H 2.29444 -0.93000 0.05574
H -0.28829 -1.22072 1.72709
H 0.64094 0.27117 1.85998
H -2.58021 1.74163 1.69036
H -1.64962 0.56604 2.34283
H 0.09676 0.09925 -0.97219
H -1.25448 2.41614 -1.25726
H -2.58569 2.76691 -0.20981
H -2.70159 1.24848 -1.13137
H 1.23224 3.26699 -0.27147
H 1.24198 4.50938 -0.89553
O 1.49272 3.61192 -1.16472
H 0.70746 -0.47962 4.72296
H -0.42072 -0.37985 3.70703
O 0.31433 0.13799 4.08315
H 3.47977 -1.41577 -1.88669
H 2.67022 -0.38656 -2.54701
O 2.98863 -1.28814 -2.72094
H -2.33189 -1.85671 2.51500
H -2.39459 -1.35995 4.06341
O -1.84977 -1.71762 3.35883
H -0.25269 3.14251 1.43531
H 1.14454 3.12552 2.05325
O 0.58664 3.62651 1.41015
H -2.62675 0.44032 -3.83223
H -3.70701 0.14804 -2.77434
O -3.57906 0.25817 -3.73565
H -0.80656 -2.79145 -1.81357
H -0.84472 -2.50662 -0.32003
O -1.38263 -2.83808 -1.04404
H -3.92371 -3.15299 1.44966
H -3.42673 -2.22398 0.32794
O -3.14369 -2.66860 1.15574
H 5.17713 -0.70967 0.17574
H 3.92701 0.12744 0.28592
O 4.31928 -0.57451 -0.26178
H -4.13504 -1.79757 -1.86634
H -2.80159 -1.22207 -1.65657
O -3.70763 -1.13337 -1.29862
H 0.93412 2.41068 -3.05933
H 0.95410 1.90956 -1.86642
O 1.02262 1.48640 -2.74778
H -0.57416 -1.49356 -3.38898
H -0.24503 -0.11662 -3.02447
O -0.98593 -0.61681 -3.41729
H 0.97182 1.66328 3.70234
H 2.24218 2.57266 4.00267
O 1.69281 2.19203 3.30123
H 3.09894 1.22323 2.72698
H 3.67116 -0.25281 2.47199
O 3.79992 0.69469 2.30984
H 1.19961 -4.05169 -2.37907
H 1.97164 -2.67738 -2.61247
O 1.09493 -3.13096 -2.62575
```

These are the natural (NBO) partial charges, in e, on atoms 1 to 4:
1. C -0.60
2. C -0.45
3. N -0.86
4. C 0.20

---

<3>
Density functional theory data (ωB97M-V/def2-TZVPD) for a 16-piece molecular cluster, C5H41NO15 overall.

frontier orbital gap: 10.12 eV
lowest unoccupied orbital energy: 0.11 eV
multiplicity: 1
E_HOMO: -10.01 eV

Structure (XYZ):
```
62
C5H41NO15 (ωB97M-V/def2-TZVPD)
C -1.96526 1.55480 1.94690
C -1.44308 0.82397 0.69119
C 0.06142 0.76079 0.55489
C 0.44770 -0.40466 -0.34658
C 2.72772 -0.30847 0.15997
N 1.81155 -0.72484 -0.61500
H -1.15850 1.65600 2.65232
H -2.36434 2.52282 1.65665
H -2.80514 1.04496 2.44280
H -1.99158 -0.12798 0.67765
H -1.74902 1.37683 -0.20623
H 0.51528 1.70035 0.31882
H 0.44935 0.61950 1.58847
H -0.02152 -0.30085 -1.32188
H -0.12377 -1.30758 -0.09919
H 3.69145 -0.71992 -0.13684
H 2.68468 0.44856 0.95107
H -1.12384 -2.75407 -1.45151
H -1.98553 -2.76694 -2.76819
O -1.09970 -2.61674 -2.41473
H 0.34873 4.05991 -2.14515
H 1.48501 3.06325 -2.09118
O 1.21342 3.88567 -1.68394
H 0.77561 0.27326 -4.38596
H 1.17353 -0.17250 -2.94209
O 0.65847 0.47404 -3.44822
H 1.55759 2.30787 2.73280
H 2.73567 1.40048 3.31781
O 1.88998 1.81017 3.47433
H 0.92968 3.92123 0.17134
H 1.83867 3.31291 1.13632
O 0.90493 3.59718 1.11100
H 3.75836 2.88550 -0.46433
H 3.57696 1.91622 0.52022
O 3.90702 2.82745 0.49047
H 2.16070 -2.22338 -2.43633
H 0.76367 -2.40761 -2.91043
O 1.60472 -2.01208 -3.19993
H -0.17210 -3.76166 0.99807
H 0.37087 -4.45091 -0.32007
O -0.34499 -3.89686 0.05555
H 2.87299 -4.65920 -1.31762
H 1.38769 -4.33970 -1.96399
O 1.92414 -4.78621 -1.30389
H 0.08951 -0.20014 4.99820
H 0.13231 0.77119 3.92663
O -0.16729 -0.13895 4.07667
H 0.65206 -2.27789 2.55485
H -0.81409 -2.40503 2.34235
O -0.06724 -2.92313 2.67204
H -1.61149 4.16264 -1.45289
H -1.72550 2.82903 -2.32788
O -1.36429 3.71663 -2.27648
H -2.57179 -2.95990 3.06049
H -2.73810 -1.82780 2.12995
O -2.32025 -2.70264 2.16549
H -1.30051 -0.17147 -2.84092
H -2.76747 -0.41339 -3.46026
O -2.25121 -0.04844 -2.72161
H -3.76056 0.42617 -0.71562
H -5.05315 0.07485 0.09040
O -4.24014 0.58669 0.10326
```

These are the natural (NBO) partial charges, in e, on atoms 1 to 4:
1. C -0.59
2. C -0.39
3. C -0.46
4. C -0.28

---

Least stable structure: <1>

---

<1>
Density functional theory data (ωB97M-V/def2-TZVPD) for a 2-piece molecular cluster, CH4O2 overall.

SMILES: C=O.O
frontier orbital gap: 10.97 eV
lowest unoccupied orbital energy: 0.75 eV
multiplicity: 1
E_HOMO: -10.22 eV

Structure (XYZ):
```
7
CH4O2 (ωB97M-V/def2-TZVPD)
C 0.49356 0.44658 2.26070
O -0.53677 0.43930 2.94111
H 0.76281 -0.34936 1.52625
H 1.26341 1.22991 2.45860
O -0.37051 -0.34989 -2.92273
H -0.30907 -1.30734 -3.14130
H -1.30344 -0.10921 -3.12263
```

These are the natural (NBO) partial charges, in e, on atoms 1 to 4:
1. C 0.26
2. O -0.50
3. H 0.12
4. H 0.11

---

<2>
Density functional theory data (ωB97M-V/def2-TZVPD) for a 2-piece molecular cluster, CH4O2 overall.

SMILES: C=O.O
frontier orbital gap: 10.72 eV
lowest unoccupied orbital energy: 0.09 eV
multiplicity: 1
E_HOMO: -10.63 eV

Structure (XYZ):
```
7
CH4O2 (ωB97M-V/def2-TZVPD)
C -1.31189 -0.23046 -1.07545
O -1.04936 -0.37832 0.17793
H -0.96963 -0.76188 -1.75384
H -2.08114 0.60117 -1.39381
O 1.93099 0.00797 1.55616
H 2.38942 0.36915 0.83275
H 1.09160 0.39238 1.65626
```

These are the natural (NBO) partial charges, in e, on atoms 1 to 4:
1. C 0.29
2. O -0.51
3. H 0.10
4. H 0.11

---

Least stable structure: <2>

---

<1>
Density functional theory data (ωB97M-V/def2-TZVPD) for a 2-piece molecular cluster, C7H14N2OSi overall.

frontier orbital gap: 7.34 eV
lowest unoccupied orbital energy: -1.36 eV
multiplicity: 1
E_HOMO: -8.70 eV

Structure (XYZ):
```
25
C7H14N2OSi (ωB97M-V/def2-TZVPD)
C 3.16989 1.12932 -0.80994
C 2.58788 0.59773 0.25860
C 2.66455 -0.86749 -1.40796
C -3.11534 -0.26222 -1.02171
C -2.01140 -0.34008 2.03312
C -0.85061 1.80313 -0.18983
C 1.47425 -1.59069 0.60290
N 3.23727 0.20924 -1.81961
N 2.25513 -0.73257 -0.06657
O -0.50695 -1.13588 -0.37606
Si -1.49676 0.01902 0.10894
H 3.53685 2.14239 -0.83759
H 2.54024 0.98936 1.29367
H 2.34596 -1.74706 -1.82762
H -4.00591 -0.86430 -0.56250
H -3.49382 0.63236 -1.48200
H -2.73369 -0.96581 -1.82867
H -2.72446 -1.15603 2.09325
H -0.99387 -0.74527 2.36411
H -2.43932 0.46127 2.65814
H -0.32652 1.67535 -1.16143
H -1.45750 2.65074 -0.26647
H -0.09317 2.06067 0.58167
H 1.36884 -2.61509 0.13599
H 1.06846 -1.34806 1.52755
```

These are the natural (NBO) partial charges, in e, on atoms 1 to 4:
1. C -0.06
2. C -0.08
3. C 0.24
4. C -1.11

---

<2>
Density functional theory data (ωB97M-V/def2-TZVPD) for one molecule with the formula C7H14N2OSi.

SMILES: C[Si](C)(C)OCn1ccnc1
frontier orbital gap: 9.60 eV
lowest unoccupied orbital energy: 0.68 eV
multiplicity: 1
E_HOMO: -8.92 eV

Structure (XYZ):
```
25
C7H14N2OSi (ωB97M-V/def2-TZVPD)
C 1.26488 2.21458 0.16949
Si 0.40553 0.82692 1.36303
C -0.74758 1.68296 2.54139
C 1.72157 -0.26163 2.24065
O -0.65354 -0.10364 0.43308
C -0.42968 -1.33478 -0.16135
N -0.95611 -1.32736 -1.48203
C -0.14856 -0.95893 -2.55826
C -0.77067 -1.12697 -3.73614
N -1.94612 -1.81309 -3.47080
C -2.07229 -1.90125 -2.16736
H 2.23994 2.08437 -0.25473
H 0.36930 2.32701 -0.58730
H 1.33493 3.12222 0.71165
H -0.80773 1.13036 3.48779
H -0.51995 2.69920 2.91642
H -1.65662 1.80755 2.05298
H 2.18238 0.10432 3.18717
H 1.32831 -1.32433 2.20657
H 2.60441 -0.30602 1.66157
H -1.05177 -2.03498 0.37981
H 0.60298 -1.55676 -0.18667
H 0.76909 -0.46942 -2.47466
H -0.17713 -1.23636 -4.65681
H -2.88556 -2.24395 -1.61547
```

These are the natural (NBO) partial charges, in e, on atoms 1 to 4:
1. C -1.09
2. Si 1.84
3. C -1.15
4. C -1.15

---

Least stable structure: <1>

---

<1>
Density functional theory data (ωB97M-V/def2-TZVPD) for one molecule with the formula C4H6FNO.

SMILES: O=C(CF)N1CC1
frontier orbital gap: 11.29 eV
lowest unoccupied orbital energy: 1.03 eV
multiplicity: 1
E_HOMO: -10.26 eV

Structure (XYZ):
```
13
C4H6FNO (ωB97M-V/def2-TZVPD)
O 1.06365 -0.47194 1.24058
C 0.34619 -0.39825 0.27251
C 0.02965 -1.73021 -0.45590
F -0.80159 -1.58161 -1.57185
N -0.36082 0.71523 -0.20905
C -0.67937 1.69582 0.90684
C 0.45757 1.96347 -0.06829
H -0.49834 -2.35955 0.22800
H 1.00927 -2.14728 -0.76284
H -1.62518 2.27272 0.77258
H -0.39221 1.45369 1.94591
H 0.33460 2.72442 -0.83923
H 1.47837 1.87440 0.41001
```

These are the natural (NBO) partial charges, in e, on atoms 1 to 4:
1. O -0.56
2. C 0.67
3. C -0.04
4. F -0.35

---

<2>
Density functional theory data (ωB97M-V/def2-TZVPD) for one molecule with the formula C4H6FNO.

SMILES: O=C[C@@H]1NC[C@@H]1F
frontier orbital gap: 9.76 eV
lowest unoccupied orbital energy: 0.60 eV
multiplicity: 1
E_HOMO: -9.16 eV

Structure (XYZ):
```
13
C4H6FNO (ωB97M-V/def2-TZVPD)
O 2.11948 -0.15921 -0.82322
C 1.75398 0.26692 0.28326
C 0.23924 -0.12301 0.80390
N -0.37011 -1.21733 0.25515
C -1.18117 -0.48747 -0.76463
C -0.86243 0.81384 0.11272
F -0.17241 1.84456 -0.37595
H 2.31404 1.03481 0.74440
H 0.40767 -0.03148 1.83808
H 0.17318 -1.80498 -0.29929
H -2.10304 -1.04765 -0.89889
H -0.62979 -0.41038 -1.65583
H -1.68866 1.32138 0.78030
```

These are the natural (NBO) partial charges, in e, on atoms 1 to 4:
1. O -0.53
2. C 0.41
3. C -0.16
4. N -0.60

---

Least stable structure: <2>